(1)
DFT (ωB97M-V/def2-TZVPD) results for a cluster of 2 separate species, C2H6Cl2N2O2S in total at a distorted geometry.

Largest force on an atom (eV Å⁻¹): 2.86
E_HOMO (eV): -9.4
Calculated total energy (eV): -45122.3006
Energy above the lowest of the compared OMol25 structures with the same formula, charge and spin (kcal per mole): 8.3
Orbital gap (eV): 9.1

ORCA input file:
```
! RIJCOSX wB97M-V def2-TZVPD def2/J DEFGRID3
* xyz 0 1
C 0.4879 -0.5915 0.7053
C -0.5160 1.1480 -0.4234
N 0.0708 0.0611 -0.5429
N 4.5148 0.0245 0.3727
O 2.9687 0.4631 -1.5531
O 3.9027 -1.8771 -1.0847
S 4.2490 -0.5024 -1.3231
Cl 5.0306 1.7208 0.5519
Cl 5.2248 -1.1006 1.4729
H 1.4852 -0.2015 0.9548
H -0.1596 -0.0606 1.4398
H 0.5802 -1.6739 0.8237
H -0.7320 1.4682 0.6317
H -0.7765 1.7099 -1.2584
H 2.0642 0.0914 -1.2888
*
```

These are the Löwdin partial charges, in e, on atoms 1 to 5: -0.12 -0.06 -0.11 -1.18 -0.34


(2)
DFT (ωB97M-V/def2-TZVPD) results for a structure of composition C25H39O19Rb at a distorted geometry.

Largest force on an atom (eV Å⁻¹): 19.06
E_HOMO (eV): -8.6
Calculated total energy (eV): -66082.7847
Energy above the lowest of the compared OMol25 structures with the same formula, charge and spin (kcal per mole): 724.9
Orbital gap (eV): 7.9

ORCA input file:
```
! RIJCOSX wB97M-V def2-TZVPD def2/J DEFGRID3
* xyz 0 1
Rb -1.1737 1.5806 2.7272
C 0.7367 0.3464 0.9125
O -0.6454 0.5057 1.0627
H 1.3413 0.9281 1.6083
H 1.0373 -0.6897 1.0682
H 1.2154 0.5426 -0.0469
C -2.7839 -0.9286 -0.2161
C -2.7564 0.5331 0.0419
C -1.7734 1.3802 -0.7730
O -2.5635 2.3643 -1.3637
C -3.8038 2.1980 -1.0248
O -4.7643 2.8893 -1.4072
O -3.9367 1.1107 -0.2355
H -1.8238 -1.4413 -0.1564
H -3.0833 -1.0028 -1.2616
H -3.4164 -1.4435 0.5071
H -2.6004 0.6990 1.1079
H -1.2034 0.7639 -1.4681
H -1.0715 1.8854 -0.1095
C -2.8583 -2.5675 1.6094
C -1.3988 -2.1015 1.4198
C -0.4526 -2.2192 2.5608
O 0.5999 -2.9789 2.1022
C 0.3361 -3.4322 0.7651
O 1.1135 -4.0775 0.0499
O -0.8177 -2.9489 0.4021
H -3.3203 -2.1548 2.5063
H -2.8643 -3.6547 1.6869
H -3.3573 -2.3082 0.6757
H -1.4754 -1.0738 1.0647
H -0.8957 -2.5139 3.5120
H -0.0782 -1.2138 2.7535
C 3.3348 -0.1587 2.1723
C 3.2078 -1.5651 2.8059
C 2.1951 -2.4969 2.2816
O 2.8679 -3.6315 1.8470
C 4.1692 -3.4937 2.0850
O 4.9805 -4.3052 1.7322
O 4.4209 -2.2331 2.6478
H 3.2331 -0.0701 1.0906
H 4.2240 0.4169 2.4295
H 2.5481 0.5510 2.4280
H 3.0676 -1.4193 3.8770
H 1.5209 -2.0604 1.5448
H 1.5278 -2.7567 3.1033
C 1.7856 3.1190 1.0343
C 0.5734 4.0942 0.8634
C 0.0256 4.2794 -0.5213
O -1.3409 4.1050 -0.3259
C -1.5871 3.6049 0.8067
O -2.6492 3.0680 1.1435
O -0.4846 3.4312 1.4992
H 2.2018 3.0283 2.0376
H 2.5435 3.4958 0.3476
H 1.5379 2.1267 0.6574
H 0.6591 5.0664 1.3489
H 0.5637 3.7227 -1.2886
H 0.1218 5.3224 -0.8229
C 1.3650 0.4110 -3.3090
C 0.7878 1.3959 -2.3134
C 1.2913 2.7949 -2.3871
O 0.1304 3.5558 -2.5084
C -0.9385 2.8240 -2.6783
O -2.0773 3.2277 -2.8951
O -0.6063 1.5145 -2.5827
H 1.4446 0.8606 -4.2988
H 0.7634 -0.4918 -3.4143
H 2.2992 -0.0135 -2.9414
H 0.9455 0.9967 -1.3114
H 1.9571 2.8525 -3.2482
H 1.8650 3.0172 -1.4873
C 0.3124 -0.7392 -1.2402
C -0.3166 -1.7310 -2.3162
C 0.0097 -3.1168 -1.8726
O -1.1192 -3.8424 -2.0781
C -2.1115 -3.0018 -2.1348
O -3.2960 -3.3616 -2.1454
O -1.7437 -1.7411 -2.2842
H -0.1652 -0.8943 -0.2727
H 0.1976 0.3023 -1.5404
H 1.3793 -0.8491 -1.0458
H -0.1056 -1.4515 -3.3484
H 0.2192 -3.1435 -0.8033
H 0.8024 -3.5933 -2.4494
*
```

These are the Löwdin partial charges, in e, on atoms 1 to 5: 1.39 -0.34 -0.76 0.02 0.06


(3)
DFT (ωB97M-V/def2-TZVPD) results for a cluster of 2 separate species, C12H12N2 in total at a distorted geometry.

Largest force on an atom (eV Å⁻¹): 2.51
E_HOMO (spin up / spin down) (eV): -16.5 / -16.4
Calculated total energy (eV): -15599.8319
Energy above the lowest of the compared OMol25 structures with the same formula, charge and spin (kcal per mole): 32.9
Orbital gap (spin up / spin down) (eV): 6.4 / 7.7

ORCA input file:
```
! RIJCOSX wB97M-V def2-TZVPD def2/J DEFGRID3
* xyz 2 1
C 3.1124 1.4239 -0.2171
C -2.8908 1.6667 -0.1394
C 3.4368 0.1775 0.3300
C -3.2983 0.4471 0.4126
C 1.7829 1.7779 -0.3993
C -1.5421 1.9134 -0.3556
C 2.4458 -0.7165 0.6603
C -2.3709 -0.5183 0.7270
C 0.8051 0.8616 -0.0426
C -0.6304 0.9242 -0.0174
C 0.0205 -1.0925 0.7330
C -0.4020 -2.7981 -1.1788
N 1.1549 -0.3697 0.4575
N -1.0625 -0.2712 0.5046
H 3.8953 2.1187 -0.4880
H -3.6253 2.4168 -0.3924
H 4.4681 -0.0920 0.5047
H -4.3443 0.2559 0.6022
H 1.5090 2.7435 -0.7939
H -1.2049 2.8511 -0.7682
H 2.6493 -1.6833 1.0951
H -2.6404 -1.4695 1.1591
H 0.0023 -1.9314 1.4025
H -0.4946 -3.6548 -0.5345
H 0.5189 -2.6560 -1.7167
H -1.2949 -2.3248 -1.5447
*
```

These are the Löwdin partial charges, in e, on atoms 1 to 5: 0.04 0.04 0.03 0.03 0.08


(4)
DFT (ωB97M-V/def2-TZVPD) results for a structure of composition C24H43N7O7S at a distorted geometry.

Largest force on an atom (eV Å⁻¹): 2.26
E_HOMO (eV): -8.4
Calculated total energy (eV): -61185.0893
Orbital gap (eV): 8.2

ORCA input file:
```
! RIJCOSX wB97M-V def2-TZVPD def2/J DEFGRID3
* xyz 0 1
O 5.9932 5.6237 -4.8201
C 5.2955 4.7162 -4.4579
O 4.0372 4.8538 -3.9676
C 3.6339 3.7610 -3.1344
C 2.6281 2.7940 -3.8410
C 3.3978 2.1358 -4.9957
C 3.1902 2.5453 -6.2767
C 3.9584 1.9407 -7.3645
C 4.8643 0.9693 -7.0715
C 5.1055 0.5066 -5.7365
N 5.9544 -0.4378 -5.2912
S 5.7659 -0.4619 -3.6774
N 4.6234 0.6931 -3.3974
C 4.3551 1.1113 -4.6425
H 5.6579 3.6649 -4.5614
H 4.4921 3.1549 -2.7996
H 3.1240 4.1126 -2.2189
H 2.2653 2.0217 -3.1354
H 1.7756 3.4073 -4.2096
H 2.4477 3.3349 -6.4368
H 3.8013 2.3043 -8.3816
H 5.4421 0.5209 -7.8849
C 2.0633 -0.3287 -0.4974
C 0.9478 -0.1869 -1.5028
O 1.0162 0.6005 -2.4398
N -0.1478 -0.9640 -1.3410
C -0.4087 -1.9488 -0.2996
H 2.8676 0.3549 -0.7596
H 1.7059 -0.0783 0.5024
H 2.4560 -1.3462 -0.5089
H -0.8508 -0.8161 -2.0483
H -0.5693 -2.9200 -0.7710
H -1.3116 -1.6625 0.2344
H 0.4111 -2.0239 0.4035
C -3.2277 -4.0733 1.6979
C -1.7815 -4.2204 2.0774
O -0.9989 -3.2748 2.0842
N -1.3481 -5.4614 2.4250
C -2.1147 -6.6912 2.4806
H -3.4280 -3.0334 1.4465
H -3.4543 -4.6906 0.8254
H -3.8757 -4.3627 2.5483
H -0.3704 -5.4931 2.6679
H -2.0753 -7.0868 3.4973
H -1.6651 -7.4191 1.8018
H -3.1507 -6.5317 2.2001
C 1.0238 6.5729 -3.8108
C 0.6965 6.1849 -5.2305
O 0.8034 5.0354 -5.6304
N 0.2721 7.1639 -6.0716
C 0.0842 8.5732 -5.7850
H 1.3467 5.6904 -3.2658
H 1.8332 7.3039 -3.7953
H 0.1406 6.9818 -3.3170
H 0.0721 6.8335 -7.0026
H -0.9578 8.8367 -5.9759
H 0.7226 9.1571 -6.4504
H 0.3298 8.8112 -4.7554
C -4.7177 -2.8383 5.1630
C -5.5011 -4.0298 4.6791
O -5.1746 -4.6518 3.6713
N -6.5923 -4.4110 5.3886
C -7.1305 -3.8087 6.5927
H -3.8842 -2.6618 4.4961
H -5.3494 -1.9488 5.1694
H -4.3288 -3.0261 6.1582
H -7.0629 -5.2153 5.0030
H -7.1398 -4.5565 7.3879
H -8.1557 -3.4879 6.3993
H -6.5430 -2.9543 6.9120
C -0.2359 -1.5652 5.6923
C -1.4901 -1.7759 6.5016
O -2.6043 -1.6601 6.0114
N -1.3498 -2.1049 7.8142
C -0.1229 -2.2871 8.5666
H -0.5090 -1.3119 4.6712
H 0.3501 -0.7446 6.1094
H 0.3609 -2.4782 5.6735
H -2.2278 -2.2300 8.2929
H -0.1008 -3.3025 8.9665
H -0.1107 -1.5809 9.3988
H 0.7551 -2.1272 7.9499
*
```

These are the Löwdin partial charges, in e, on atoms 1 to 5: 0.08 -0.34 -0.03 -0.18 -0.10